# 1
DFT (ωB97M-V/def2-TZVPD) results for 2 unconnected molecules or ions with the total composition C4H13NO in a non-equilibrium geometry.

Element x y z (Å)
C -1.574 -0.419 -1.532
C -0.917 -0.461 -0.137
C 0.409 -1.209 -0.197
N 1.334 -0.854 0.883
C 2.175 0.304 0.644
H -0.880 -0.579 -2.360
H -2.329 -1.220 -1.633
H -2.216 0.448 -1.726
H -0.752 0.589 0.085
H -1.648 -0.881 0.561
H 0.256 -2.284 -0.176
H 0.931 -0.899 -1.097
H 0.880 -0.827 1.784
H 1.652 1.099 0.120
H 2.489 0.704 1.607
H 3.095 0.004 0.137
O -0.917 2.438 1.301
H -0.454 1.612 1.185
H -1.534 2.436 0.550

## Properties
* SMILES: CCCNC.O
* gap between HOMO and LUMO: 9.61 eV
* ΔE to the lowest compared entry with this formula, charge and spin: 102.9 kJ/mol
* energy: -7895.5946 eV
* charge: 0
* largest force on an atom: 1.76 eV/A
* highest occupied orbital energy: -8.6734 eV

And the Mulliken charges, in e, turn out to be: atom 1 (C): -1.211, atom 2 (C): 0.547, atom 3 (C): -0.752, atom 4 (N): -0.358, atom 5 (C): -0.883, atom 6 (H): 0.329, atom 7 (H): 0.311, atom 8 (H): 0.316, atom 9 (H): -0.686, atom 10 (H): 0.399, atom 11 (H): 0.280, atom 12 (H): 0.371, atom 13 (H): 0.259, atom 14 (H): 0.326, atom 15 (H): 0.335, atom 16 (H): 0.260, atom 17 (O): -0.664, atom 18 (H): 0.498, atom 19 (H): 0.324

=====

# 2
DFT (ωB97M-V/def2-TZVPD) results for 3 unconnected molecules or ions with the total composition C4H13NO2 in a non-equilibrium geometry.

Element x y z (Å)
C 0.797 2.756 0.004
C 0.555 1.668 0.676
N 0.470 0.268 0.562
C -0.580 -0.322 1.657
C -1.940 0.311 1.427
H 0.702 3.709 0.489
H 1.053 2.800 -1.044
H 0.575 2.012 1.742
H 0.632 0.037 -0.459
H -0.093 0.064 2.697
H -0.613 -1.350 1.254
H -2.809 -0.156 1.956
H -2.247 0.226 0.352
H -1.736 1.421 1.723
H -1.274 -0.330 -1.447
H -0.589 -1.501 -2.325
O -0.522 -0.506 -2.116
H 2.063 -2.457 -1.594
H 1.467 -3.463 -0.616
O 1.346 -3.165 -1.539

## Properties
* gap between HOMO and LUMO (spin up / spin down): 2.94 / 8.55 eV
* 2S+1: 2
* ΔE to the lowest compared entry with this formula, charge and spin: 244.0 kJ/mol
* energy: -9940.2683 eV
* charge: -1
* largest force on an atom: 4.45 eV/A
* highest occupied orbital energy (spin up / spin down): 0.8687 / -4.8792 eV

And the Mulliken charges, in e, turn out to be: atom 1 (C): -0.774, atom 2 (C): -0.372, atom 3 (N): -0.184, atom 4 (C): -1.494, atom 5 (C): -1.043, atom 6 (H): 0.239, atom 7 (H): 0.373, atom 8 (H): 0.186, atom 9 (H): 0.280, atom 10 (H): 0.316, atom 11 (H): 1.150, atom 12 (H): 0.677, atom 13 (H): 0.034, atom 14 (H): 0.196, atom 15 (H): 0.303, atom 16 (H): 0.578, atom 17 (O): -1.189, atom 18 (H): 0.447, atom 19 (H): 0.551, atom 20 (O): -1.275

=====

# 3
DFT (ωB97M-V/def2-TZVPD) results for 3 unconnected molecules or ions with the total composition C4H13NO2 in a non-equilibrium geometry.

Element x y z (Å)
C 1.737 -0.162 -0.969
C 0.340 0.477 -0.647
C -0.473 0.111 0.379
C -1.765 0.826 0.799
N -0.171 -1.100 1.093
H 1.616 -1.214 -1.025
H 2.207 0.200 -1.804
H 2.471 -0.024 0.022
H 0.068 1.387 -1.321
H -2.642 0.234 0.431
H -1.826 1.890 0.377
H -1.865 0.898 1.941
H 0.484 -1.760 0.743
H -0.753 -1.422 1.858
O 1.423 2.456 1.135
H 1.450 2.882 0.369
H 1.292 1.514 1.094
O -1.255 -2.474 -1.672
H -0.610 -2.555 -2.336
H -1.078 -1.691 -1.078

## Properties
* SMILES: C/C=C(/C)N.O.O
* gap between HOMO and LUMO: 9.08 eV
* ΔE to the lowest compared entry with this formula, charge and spin: 173.5 kJ/mol
* energy: -9942.3987 eV
* charge: 0
* largest force on an atom: 6.60 eV/A
* highest occupied orbital energy: -8.3445 eV

And the Mulliken charges, in e, turn out to be: atom 1 (C): -1.019, atom 2 (C): -0.406, atom 3 (C): 0.485, atom 4 (C): -1.235, atom 5 (N): -0.296, atom 6 (H): 0.300, atom 7 (H): 0.391, atom 8 (H): 0.223, atom 9 (H): 0.216, atom 10 (H): 0.300, atom 11 (H): 0.316, atom 12 (H): 0.330, atom 13 (H): 0.189, atom 14 (H): 0.176, atom 15 (O): -0.611, atom 16 (H): 0.283, atom 17 (H): 0.355, atom 18 (O): -0.686, atom 19 (H): 0.292, atom 20 (H): 0.395

=====

# 4
DFT (ωB97M-V/def2-TZVPD) results for 3 unconnected molecules or ions with the total composition C4H13NO2 in a non-equilibrium geometry.

Element x y z (Å)
C 0.332 -1.348 -3.198
C 0.539 -1.251 -1.695
C 0.351 -0.128 -0.992
N 0.538 0.036 0.379
C 1.320 1.101 0.973
H 0.786 -2.294 -3.507
H -0.702 -1.291 -3.522
H 0.962 -0.591 -3.664
H 0.381 -2.188 -1.159
H 0.307 0.856 -1.462
H 0.335 -0.746 0.977
H 0.800 2.045 1.100
H 1.749 0.689 1.881
H 2.170 1.337 0.324
O -1.767 1.695 1.604
H -1.007 1.568 1.013
H -2.057 2.557 1.281
O -1.898 -0.973 3.059
H -1.783 -0.063 2.752
H -1.358 -1.010 3.856

## Properties
* SMILES: C/C=C/NC.O.O
* gap between HOMO and LUMO: 8.67 eV
* ΔE to the lowest compared entry with this formula, charge and spin: 142.5 kJ/mol
* energy: -9942.7198 eV
* charge: 0
* largest force on an atom: 2.23 eV/A
* highest occupied orbital energy: -7.9861 eV

And the Mulliken charges, in e, turn out to be: atom 1 (C): -1.048, atom 2 (C): -0.196, atom 3 (C): -0.221, atom 4 (N): -0.210, atom 5 (C): -0.990, atom 6 (H): 0.313, atom 7 (H): 0.267, atom 8 (H): 0.294, atom 9 (H): 0.255, atom 10 (H): 0.347, atom 11 (H): 0.194, atom 12 (H): 0.365, atom 13 (H): 0.306, atom 14 (H): 0.321, atom 15 (O): -0.656, atom 16 (H): 0.332, atom 17 (H): 0.309, atom 18 (O): -0.632, atom 19 (H): 0.333, atom 20 (H): 0.316

=====

# 5
DFT (ωB97M-V/def2-TZVPD) results for 2 unconnected molecules or ions with the total composition C4H13NO2 in a non-equilibrium geometry.

Element x y z (Å)
C 1.371 1.810 -0.238
C 0.518 0.697 0.326
C 1.429 -0.401 0.892
N 1.865 -1.240 -0.174
C -0.285 0.068 -0.795
O -0.908 -1.126 -0.386
H 1.786 2.450 0.584
H 0.830 2.350 -1.009
H 2.240 1.312 -0.752
H -0.139 1.040 1.123
H 2.264 0.061 1.397
H 0.834 -0.845 1.671
H 2.568 -1.985 0.050
H 1.101 -1.832 -0.573
H 0.314 -0.188 -1.703
H -1.070 0.802 -1.111
H -1.812 -1.061 -0.058
O -3.224 0.294 0.427
H -3.768 -0.574 0.580
H -3.343 0.754 -0.426

## Properties
* SMILES: C[C@H](CN)CO.O
* gap between HOMO and LUMO: 9.16 eV
* ΔE to the lowest compared entry with this formula, charge and spin: 112.2 kJ/mol
* energy: -9943.0339 eV
* charge: 0
* largest force on an atom: 3.37 eV/A
* highest occupied orbital energy: -8.7756 eV

And the Mulliken charges, in e, turn out to be: atom 1 (C): -1.521, atom 2 (C): 0.762, atom 3 (C): -0.815, atom 4 (N): -0.598, atom 5 (C): -0.872, atom 6 (O): -0.523, atom 7 (H): 0.338, atom 8 (H): 0.400, atom 9 (H): 0.329, atom 10 (H): 0.295, atom 11 (H): 0.459, atom 12 (H): 0.320, atom 13 (H): 0.245, atom 14 (H): 0.201, atom 15 (H): 0.379, atom 16 (H): 0.313, atom 17 (H): 0.298, atom 18 (O): -0.691, atom 19 (H): 0.338, atom 20 (H): 0.344

=====

# 6
DFT (ωB97M-V/def2-TZVPD) results for 3 unconnected molecules or ions with the total composition C4H13NO2 in a non-equilibrium geometry.

Element x y z (Å)
C -1.466 0.034 1.643
C -1.177 -0.178 0.147
C 0.072 -0.134 -0.355
C 0.252 -0.031 -1.833
N 1.200 -0.179 0.488
H -0.983 0.951 1.983
H -1.164 -0.818 2.248
H -2.533 0.250 1.692
H -2.026 -0.435 -0.467
H 0.793 0.844 -2.198
H 0.861 -0.887 -2.171
H -0.662 -0.146 -2.410
H 0.889 -0.540 1.383
H 1.777 0.621 0.727
O -1.335 2.962 -0.478
H -0.677 3.289 -1.093
H -0.884 2.226 -0.043
O 2.709 -2.687 0.174
H 2.311 -1.786 0.285
H 2.043 -3.355 0.278

## Properties
* SMILES: C/C=C(/C)N.O.O
* gap between HOMO and LUMO: 9.53 eV
* ΔE to the lowest compared entry with this formula, charge and spin: 87.8 kJ/mol
* energy: -9943.2862 eV
* charge: 0
* largest force on an atom: 1.95 eV/A
* highest occupied orbital energy: -8.9432 eV

And the Mulliken charges, in e, turn out to be: atom 1 (C): -1.266, atom 2 (C): -0.493, atom 3 (C): 0.670, atom 4 (C): -1.171, atom 5 (N): -0.639, atom 6 (H): 0.338, atom 7 (H): 0.377, atom 8 (H): 0.361, atom 9 (H): 0.316, atom 10 (H): 0.283, atom 11 (H): 0.348, atom 12 (H): 0.337, atom 13 (H): 0.352, atom 14 (H): 0.208, atom 15 (O): -0.640, atom 16 (H): 0.323, atom 17 (H): 0.318, atom 18 (O): -0.696, atom 19 (H): 0.367, atom 20 (H): 0.307

=====

# 7
DFT (ωB97M-V/def2-TZVPD) results for 4 unconnected molecules or ions with the total composition C4H13NO2 in a non-equilibrium geometry.

Element x y z (Å)
C 0.601 0.639 -0.735
N 1.917 1.106 -1.111
C -3.073 -0.817 -1.351
C -2.737 0.073 1.261
C -3.148 -0.102 -0.099
H 0.049 1.555 -0.630
H 0.488 -0.078 0.080
H 0.180 0.007 -1.559
H 2.593 0.399 -0.765
H -2.160 -1.308 -1.696
H -3.868 -0.690 -2.062
H -1.670 -0.268 1.521
H -3.185 0.957 1.692
H -4.080 0.461 -0.319
H 2.186 -0.122 2.681
H 2.426 -0.328 1.162
O 1.869 0.292 1.857
H 3.663 -1.705 0.295
H 1.996 1.313 -2.090
O 2.894 -1.128 0.020

## Properties
* gap between HOMO and LUMO: 2.72 eV
* ΔE to the lowest compared entry with this formula, charge and spin: 849.6 kJ/mol
* energy: -9935.3910 eV
* charge: 0
* largest force on an atom: 5.09 eV/A
* highest occupied orbital energy: -7.3308 eV

And the Mulliken charges, in e, turn out to be: atom 1 (C): -0.667, atom 2 (N): -0.459, atom 3 (C): -0.433, atom 4 (C): -0.322, atom 5 (C): 0.046, atom 6 (H): 0.290, atom 7 (H): 0.217, atom 8 (H): 0.283, atom 9 (H): 0.348, atom 10 (H): 0.282, atom 11 (H): 0.255, atom 12 (H): 0.284, atom 13 (H): 0.283, atom 14 (H): 0.170, atom 15 (H): 0.279, atom 16 (H): 0.401, atom 17 (O): -0.725, atom 18 (H): 0.186, atom 19 (H): 0.250, atom 20 (O): -0.967

=====

# 8
DFT (ωB97M-V/def2-TZVPD) results for 2 unconnected molecules or ions with the total composition C4H13NO2 in a non-equilibrium geometry.

Element x y z (Å)
C -1.283 -2.273 1.744
C -0.357 -1.882 0.481
C -1.034 -0.951 -0.597
N -0.384 0.404 -0.659
C -1.171 1.212 0.331
O -2.462 1.618 -0.052
H -1.979 -1.506 2.081
H -1.775 -3.246 1.620
H -0.604 -2.373 2.565
H 0.529 -1.375 0.926
H 0.025 -2.842 0.098
H -2.089 -0.899 -0.403
H -0.932 -1.519 -1.534
H -0.705 0.725 -1.575
H -0.423 1.995 0.494
H -1.288 0.567 1.202
H -3.062 1.755 0.682
O 5.712 1.577 -1.186
H 6.035 0.717 -1.472
H 6.044 2.233 -1.803

## Properties
* SMILES: CCCNCO.O
* gap between HOMO and LUMO: 10.68 eV
* ΔE to the lowest compared entry with this formula, charge and spin: 155.0 kJ/mol
* energy: -9942.5900 eV
* charge: 0
* largest force on an atom: 3.36 eV/A
* highest occupied orbital energy: -9.7606 eV

And the Mulliken charges, in e, turn out to be: atom 1 (C): -1.089, atom 2 (C): -0.559, atom 3 (C): -0.541, atom 4 (N): -0.528, atom 5 (C): -0.309, atom 6 (O): -0.524, atom 7 (H): 0.316, atom 8 (H): 0.327, atom 9 (H): 0.323, atom 10 (H): 0.313, atom 11 (H): 0.375, atom 12 (H): 0.380, atom 13 (H): 0.359, atom 14 (H): 0.261, atom 15 (H): 0.334, atom 16 (H): 0.236, atom 17 (H): 0.325, atom 18 (O): -0.641, atom 19 (H): 0.321, atom 20 (H): 0.320